This record from OMol25 describes a gas-phase ion, C4H5NO7P (charge -1) in a non-equilibrium geometry. The level of theory is the ωB97M-V functional and the def2-TZVPD basis.

The spin multiplicity is 1. The net charge is -1. The value obtained for the gap between HOMO and LUMO (alpha / beta) is 7.16 / 7.66 eV. The SMILES is O=NC(=O)CCC(=O)O[P@@](=O)([O-])O.

```
18
Properties=species:S:1:pos:R:3:forces:R:3:lowdin_charge:R:1
C -0.22608 1.25683 -1.58554 -6.473 -2.391 -2.078 -0.52
C -1.01758 0.47863 0.94357 -0.992 -1.017 -1.175 -0.56
C -0.57403 -0.25353 -1.42371 -0.871 0.779 -0.277 -0.08
C -1.55564 -0.36575 -0.22975 -0.293 1.829 -0.687 -0.07
N 0.97083 1.53576 -1.31725 8.001 1.455 1.867 0.11
O 0.42528 -2.19002 2.32746 0.067 0.448 -0.346 -0.30
O 0.20660 0.22645 1.32204 -0.389 0.575 0.821 -0.07
O -1.08376 1.98812 -2.10743 1.116 0.396 0.652 0.06
O -1.67386 1.41103 1.33018 0.267 0.298 0.526 0.10
O 2.23046 -0.37656 2.28263 -0.038 -1.474 1.270 -0.13
O 2.01490 1.27282 -0.69769 -3.316 0.614 -1.376 0.12
O 1.59396 -1.43676 0.11271 0.637 -0.841 -1.325 -0.31
P 1.10671 -1.19634 1.46986 -0.497 -0.084 1.490 0.20
H -1.07212 -0.65127 -2.36693 0.900 0.688 1.094 0.14
H 0.35004 -0.70495 -1.14937 0.452 -1.141 -0.160 0.05
H -1.67354 -1.41406 -0.04367 -0.305 -0.515 0.519 0.11
H -2.49966 0.19303 -0.48033 0.667 -1.101 0.108 0.13
H 2.47748 0.22655 1.61321 1.068 1.482 -0.924 0.01
```
Forces are in eV/Å.


This record from OMol25 describes a gas-phase ion, C2H5N4 (charge +1) in a non-equilibrium geometry. The level of theory is the ωB97M-V functional and the def2-TZVPD basis.

The spin multiplicity is 1. The net charge is +1. The value obtained for the gap between HOMO and LUMO is 11.07 eV.

```
11
Properties=species:S:1:pos:R:3:forces:R:3:lowdin_charge:R:1
C 0.02604 0.39000 -0.13113 -0.834 0.643 -1.902 -0.43
C 1.15511 -1.36908 1.32587 2.214 0.076 0.484 0.11
N 0.11583 -0.41352 0.94328 -0.901 0.141 0.864 0.00
N 0.03463 -1.85698 1.01608 -0.400 0.813 -1.387 0.14
N 0.98668 1.24278 -0.42741 -0.951 -0.561 -0.234 0.24
N -1.09795 0.45051 -0.87159 -0.376 -0.714 1.481 0.21
H -0.68707 -2.47841 1.27406 -0.987 -0.679 0.471 0.15
H 1.86246 0.98142 -0.03710 1.180 0.609 -0.152 0.13
H 0.80624 1.78386 -1.28025 1.025 -0.068 0.774 0.16
H -1.33887 1.26487 -1.44102 0.254 -0.476 0.309 0.15
H -1.86311 0.00454 -0.37080 -0.224 0.214 -0.708 0.14
```
Forces are in eV/Å.


This record from OMol25 describes a molecular structure, C13H20N5OZn in a non-equilibrium geometry. The level of theory is the ωB97M-V functional and the def2-TZVPD basis.

The spin multiplicity is 1. The net charge is +1. The value obtained for the gap between HOMO and LUMO is 7.40 eV.

```
40
Properties=species:S:1:pos:R:3:forces:R:3:lowdin_charge:R:1
Zn -3.79929 13.79210 3.88062 0.451 -0.629 0.535 0.72
N -4.06751 13.13797 1.93526 -0.783 -0.485 -0.234 -0.01
C -4.28349 14.26263 1.03015 -0.931 0.587 -0.840 -0.22
C -5.33247 15.22599 1.61995 0.134 -0.082 0.967 -0.16
N -5.02366 15.56558 3.07022 -0.084 -0.232 -1.189 -0.10
C -4.27877 16.85352 3.23951 -2.203 -0.230 0.035 -0.19
C -2.80785 16.62302 3.24140 0.962 -1.366 0.912 -0.19
N -2.47792 15.48509 4.18317 -1.323 0.260 0.171 0.01
H -3.19195 12.69732 1.72519 0.559 -0.454 0.073 0.09
H -4.79372 12.39239 1.85064 0.695 0.952 0.015 0.14
H -4.66967 13.93107 0.04815 0.271 0.146 0.318 0.13
H -3.34420 14.81081 0.82723 -0.307 -0.477 0.325 0.12
H -6.33865 14.77138 1.61749 0.476 0.006 -0.097 0.13
H -5.39216 16.14403 1.02385 0.037 -0.167 0.024 0.12
H -5.92248 15.61474 3.52886 0.069 0.242 0.181 0.11
H -4.68059 17.29690 4.18347 0.673 -0.147 -0.652 0.14
H -4.58231 17.49774 2.38992 0.372 0.080 0.610 0.13
H -2.29064 17.48317 3.60628 0.329 0.823 -0.157 0.11
H -2.45275 16.37759 2.23329 0.045 -0.039 0.346 0.12
H -2.48544 15.77289 5.17199 0.045 0.013 -0.714 0.12
H -1.61775 15.00510 4.01980 0.823 -0.065 -0.306 0.08
O -2.14376 12.47538 3.87285 -0.741 1.040 0.408 -0.18
C -1.90827 11.52284 4.73024 -0.668 -0.901 -0.419 -0.35
C -0.56127 11.09047 4.87046 0.460 -0.338 0.380 -0.02
C -0.25054 9.95832 5.62105 -1.503 -0.333 -0.658 -0.06
C -1.32518 9.15442 6.09338 0.002 0.901 0.178 -0.09
C -2.63863 9.60866 6.07115 0.684 -0.928 -0.808 -0.07
C -2.98460 10.77824 5.40332 1.262 1.927 -0.064 -0.10
C -4.26475 11.41655 5.70536 -0.006 1.762 0.579 -0.21
N -4.76592 12.63108 5.26685 0.167 -1.888 0.302 0.01
C -5.96392 12.80436 5.95106 -0.154 1.249 0.062 -0.15
C -6.16041 11.82124 6.86028 -0.051 -0.607 -0.006 -0.08
N -5.04166 11.00695 6.75846 -0.110 -0.921 -1.176 0.10
H 0.21751 11.64001 4.29942 -0.683 -0.316 0.634 0.12
H 0.75186 9.55570 5.73094 -0.027 0.326 -0.143 0.11
H -1.11568 8.17989 6.47170 0.127 -0.427 0.414 0.09
H -3.44026 8.93626 6.37090 0.217 0.036 0.348 0.11
H -6.55397 13.72226 5.80078 0.265 -0.814 0.048 0.11
H -7.01142 11.51406 7.47662 0.566 0.541 -0.211 0.13
H -4.93328 10.07384 7.17687 -0.120 0.956 -0.190 0.16
```
Forces are in eV/Å.


What did the first record say?
This record from OMol25 describes a gas-phase ion, C4H5NO7P (charge -1) in a non-equilibrium geometry. The level of theory is the ωB97M-V functional and the def2-TZVPD basis.

The spin multiplicity is 1. The net charge is -1. The value obtained for the gap between HOMO and LUMO (alpha / beta) is 7.16 / 7.66 eV. The SMILES is O=NC(=O)CCC(=O)O[P@@](=O)([O-])O.

```
18
Properties=species:S:1:pos:R:3:forces:R:3:lowdin_charge:R:1
C -0.22608 1.25683 -1.58554 -6.473 -2.391 -2.078 -0.52
C -1.01758 0.47863 0.94357 -0.992 -1.017 -1.175 -0.56
C -0.57403 -0.25353 -1.42371 -0.871 0.779 -0.277 -0.08
C -1.55564 -0.36575 -0.22975 -0.293 1.829 -0.687 -0.07
N 0.97083 1.53576 -1.31725 8.001 1.455 1.867 0.11
O 0.42528 -2.19002 2.32746 0.067 0.448 -0.346 -0.30
O 0.20660 0.22645 1.32204 -0.389 0.575 0.821 -0.07
O -1.08376 1.98812 -2.10743 1.116 0.396 0.652 0.06
O -1.67386 1.41103 1.33018 0.267 0.298 0.526 0.10
O 2.23046 -0.37656 2.28263 -0.038 -1.474 1.270 -0.13
O 2.01490 1.27282 -0.69769 -3.316 0.614 -1.376 0.12
O 1.59396 -1.43676 0.11271 0.637 -0.841 -1.325 -0.31
P 1.10671 -1.19634 1.46986 -0.497 -0.084 1.490 0.20
H -1.07212 -0.65127 -2.36693 0.900 0.688 1.094 0.14
H 0.35004 -0.70495 -1.14937 0.452 -1.141 -0.160 0.05
H -1.67354 -1.41406 -0.04367 -0.305 -0.515 0.519 0.11
H -2.49966 0.19303 -0.48033 0.667 -1.101 0.108 0.13
H 2.47748 0.22655 1.61321 1.068 1.482 -0.924 0.01
```
Forces are in eV/Å.


What did the third record say?
This record from OMol25 describes a molecular structure, C13H20N5OZn in a non-equilibrium geometry. The level of theory is the ωB97M-V functional and the def2-TZVPD basis.

The spin multiplicity is 1. The net charge is +1. The value obtained for the gap between HOMO and LUMO is 7.40 eV.

```
40
Properties=species:S:1:pos:R:3:forces:R:3:lowdin_charge:R:1
Zn -3.79929 13.79210 3.88062 0.451 -0.629 0.535 0.72
N -4.06751 13.13797 1.93526 -0.783 -0.485 -0.234 -0.01
C -4.28349 14.26263 1.03015 -0.931 0.587 -0.840 -0.22
C -5.33247 15.22599 1.61995 0.134 -0.082 0.967 -0.16
N -5.02366 15.56558 3.07022 -0.084 -0.232 -1.189 -0.10
C -4.27877 16.85352 3.23951 -2.203 -0.230 0.035 -0.19
C -2.80785 16.62302 3.24140 0.962 -1.366 0.912 -0.19
N -2.47792 15.48509 4.18317 -1.323 0.260 0.171 0.01
H -3.19195 12.69732 1.72519 0.559 -0.454 0.073 0.09
H -4.79372 12.39239 1.85064 0.695 0.952 0.015 0.14
H -4.66967 13.93107 0.04815 0.271 0.146 0.318 0.13
H -3.34420 14.81081 0.82723 -0.307 -0.477 0.325 0.12
H -6.33865 14.77138 1.61749 0.476 0.006 -0.097 0.13
H -5.39216 16.14403 1.02385 0.037 -0.167 0.024 0.12
H -5.92248 15.61474 3.52886 0.069 0.242 0.181 0.11
H -4.68059 17.29690 4.18347 0.673 -0.147 -0.652 0.14
H -4.58231 17.49774 2.38992 0.372 0.080 0.610 0.13
H -2.29064 17.48317 3.60628 0.329 0.823 -0.157 0.11
H -2.45275 16.37759 2.23329 0.045 -0.039 0.346 0.12
H -2.48544 15.77289 5.17199 0.045 0.013 -0.714 0.12
H -1.61775 15.00510 4.01980 0.823 -0.065 -0.306 0.08
O -2.14376 12.47538 3.87285 -0.741 1.040 0.408 -0.18
C -1.90827 11.52284 4.73024 -0.668 -0.901 -0.419 -0.35
C -0.56127 11.09047 4.87046 0.460 -0.338 0.380 -0.02
C -0.25054 9.95832 5.62105 -1.503 -0.333 -0.658 -0.06
C -1.32518 9.15442 6.09338 0.002 0.901 0.178 -0.09
C -2.63863 9.60866 6.07115 0.684 -0.928 -0.808 -0.07
C -2.98460 10.77824 5.40332 1.262 1.927 -0.064 -0.10
C -4.26475 11.41655 5.70536 -0.006 1.762 0.579 -0.21
N -4.76592 12.63108 5.26685 0.167 -1.888 0.302 0.01
C -5.96392 12.80436 5.95106 -0.154 1.249 0.062 -0.15
C -6.16041 11.82124 6.86028 -0.051 -0.607 -0.006 -0.08
N -5.04166 11.00695 6.75846 -0.110 -0.921 -1.176 0.10
H 0.21751 11.64001 4.29942 -0.683 -0.316 0.634 0.12
H 0.75186 9.55570 5.73094 -0.027 0.326 -0.143 0.11
H -1.11568 8.17989 6.47170 0.127 -0.427 0.414 0.09
H -3.44026 8.93626 6.37090 0.217 0.036 0.348 0.11
H -6.55397 13.72226 5.80078 0.265 -0.814 0.048 0.11
H -7.01142 11.51406 7.47662 0.566 0.541 -0.211 0.13
H -4.93328 10.07384 7.17687 -0.120 0.956 -0.190 0.16
```
Forces are in eV/Å.


What is the net charge in the second record? +1


Which of these has the lowest net charge? C4H5NO7P